Entry 1:
The following is a quantum chemistry calculation of the molecule C3H7N3S, from the Open Molecules 2025 dataset.

Each atom is followed by the atoms it is bonded to, with distances in Å.
Atoms and positions in Å:
1 S 2.2825 -0.5910 -0.7392  N3 1.705, H12 1.341
2 N -0.2143 1.0509 -0.5170  C6 1.355, C7 1.418, H10 1.027
3 N 2.0589 0.7388 0.3042  S1 1.705, C7 1.267
4 N -2.1921 0.1070 -0.9470  C6 1.297, H13 1.032
5 C -0.7554 -1.1412 0.6096  C6 1.513, H8 1.097, H11 1.087, H14 1.154
6 C -1.0529 0.0028 -0.3349  N2 1.355, N4 1.297, C5 1.513
7 C 0.9747 1.3825 0.1819  N2 1.418, N3 1.267, H9 1.109
8 H -0.2071 -0.7898 1.4921  C5 1.097
9 H 0.8784 2.3340 0.7427  C7 1.109
10 H -0.6298 1.8966 -0.9242  N2 1.027
11 H -1.6827 -1.5569 0.9945  C5 1.087
12 H 3.5435 -0.8495 -0.3650  S1 1.341
13 H -2.8785 -0.5984 -0.6362  N4 1.032
14 H -0.1253 -1.9858 0.1385  C5 1.154

E_LUMO: 0.76 eV
frontier orbital gap: 9.471 eV
molecular weight: 117.2 g mol⁻¹
strongest force on any atom: 3.25 eV/A
E_HOMO: -8.72 eV
energy above the lowest of the compared OMol25 structures with the same formula, charge and spin: 1.540 eV
energy: -18528.931 eV

Entry 2:
The following is a quantum chemistry calculation of a cluster of 2 separate species, C8H12NO in total, from the Open Molecules 2025 dataset.

Each atom is followed by the atoms it is bonded to, with distances in Å.
Atoms and positions in Å:
1 O -3.9218 -1.7759 1.4421  N2 1.441, H14 0.986
2 N -3.7585 -2.8514 0.4974  O1 1.441, C4 1.458, H20 1.015
3 C -0.9211 -0.3586 1.3504  C5 1.386, C10 1.391, H11 1.100
4 C -2.8478 -3.7924 1.1386  N2 1.458, H19 1.091, H21 1.090, H22 1.093
5 C 0.3601 -0.4054 1.8764  C3 1.386, C9 1.388, H13 1.094
6 C 0.7674 -1.5339 -0.9573  C7 1.389, C8 1.386, H16 1.095
7 C 1.7247 -1.3763 0.0365  C6 1.389, C9 1.386, H17 1.098
8 C -0.5874 -1.2430 -0.9465  C6 1.386, C10 1.392, H12 1.100
9 C 1.5419 -0.8640 1.3111  C5 1.388, C7 1.386, H18 1.098
10 C -1.3719 -0.7656 0.0994  C3 1.391, C8 1.392, H15 1.094
11 H -1.6775 0.1002 2.0036  C3 1.100
12 H -1.1061 -1.3817 -1.9066  C8 1.100
13 H 0.4603 0.0069 2.8852  C5 1.094
14 H -4.8491 -1.4761 1.2932  O1 0.986
15 H -2.4287 -0.5821 -0.1173  C10 1.094
16 H 1.1529 -1.9149 -1.9083  C6 1.095
17 H 2.7454 -1.6908 -0.2168  C7 1.098
18 H 2.4345 -0.8158 1.9487  C9 1.098
19 H -2.7978 -4.7143 0.5575  C4 1.091
20 H -3.3322 -2.4072 -0.3096  N2 1.015
21 H -3.2638 -4.0434 2.1140  C4 1.090
22 H -1.8354 -3.3946 1.2469  C4 1.093

E_LUMO: -5.56 eV
net charge: +1
frontier orbital gap: 6.881 eV
molecular weight: 138.2 g mol⁻¹
strongest force on any atom: 1.08 eV/A
E_HOMO: -12.44 eV
energy above the lowest of the compared OMol25 structures with the same formula, charge and spin: 2.209 eV
energy: -12018.339 eV

Entry 3:
The following is a quantum chemistry calculation of a cluster of 2 separate species, C16H34INO3 in total, from the Open Molecules 2025 dataset.

Each atom is followed by the atoms it is bonded to, with distances in Å.
Atoms and positions in Å:
1 I 2.3607 -2.9325 4.2879  C11 2.171
2 O -3.3887 -1.5543 0.0405  C7 1.414, C14 1.414
3 O 2.2739 0.0263 4.5974  C6 1.346, C11 1.412
4 O 4.4626 -0.2404 5.0540  C6 1.191
5 N -4.5741 0.4917 1.7193  C13 1.464, H28 1.016, H55 1.015
6 C 3.3849 0.1780 5.3411  O3 1.346, O4 1.191, H46 1.094
7 C -3.6381 -0.2593 -0.4693  O2 1.414, C13 1.534, H50 1.098, H54 1.094
8 C 2.6481 0.4376 -3.1692  C12 1.530, C16 1.539, H22 1.096, H51 1.094
9 C -6.1518 0.0665 -0.0839  C13 1.525, H29 1.089, H32 1.090, H48 1.092
10 C 1.9846 2.5983 -1.9770  C12 1.537, C17 1.529, H23 1.097, H40 1.096
11 C 2.3386 -0.8974 3.5311  I1 2.171, O3 1.412, C18 1.521, H37 1.089
12 C 2.9909 1.9066 -2.9111  C8 1.530, C10 1.537, H24 1.096, H26 1.097
13 C -4.7378 0.5178 0.2649  N5 1.464, C7 1.534, C9 1.525, H31 1.095
14 C -4.2397 -2.5762 -0.4410  O2 1.414, H41 1.094, H43 1.093, H44 1.089
15 C 0.5208 -1.0965 -1.2794  C20 1.550, C21 1.531, H27 1.096, H34 1.096
16 C 2.9242 -0.4546 -1.9455  C8 1.539, C21 1.532, H30 1.094, H39 1.096
17 C 2.6126 3.7474 -1.1884  C10 1.529, H25 1.094, H36 1.092, H47 1.095
18 C 1.1598 -0.6836 2.5940  C11 1.521, C19 1.532, H38 1.092, H45 1.097
19 C 1.5643 -0.8927 1.1315  C18 1.532, C20 1.529, H35 1.096, H52 1.095
20 C 0.3769 -0.6529 0.1984  C15 1.550, C19 1.529, H42 1.097, H49 1.096
21 C 1.8951 -1.5736 -1.7552  C15 1.531, C16 1.532, H33 1.095, H53 1.098
22 H 1.5963 0.3706 -3.4690  C8 1.096
23 H 1.5718 1.8542 -1.2847  C10 1.097
24 H 3.0216 2.4543 -3.8598  C12 1.096
25 H 3.3698 3.3695 -0.4951  C17 1.094
26 H 3.9986 1.9781 -2.4830  C12 1.097
27 H -0.1902 -1.9125 -1.4499  C15 1.096
28 H -4.5072 -0.4787 2.0133  N5 1.016
29 H -6.8739 0.8031 0.2661  C9 1.089
30 H 2.9916 0.1738 -1.0520  C16 1.094
31 H -4.6362 1.5602 -0.0541  C13 1.095
32 H -6.3982 -0.8814 0.3952  C9 1.090
33 H 2.2948 -2.3492 -1.0939  C21 1.095
34 H 0.1899 -0.2845 -1.9362  C15 1.096
35 H 1.9450 -1.9159 1.0314  C19 1.096
36 H 1.8658 4.3194 -0.6340  C17 1.092
37 H 3.2938 -0.8265 3.0120  C11 1.089
38 H 0.3368 -1.3548 2.8478  C18 1.092
39 H 3.9157 -0.9056 -2.0655  C16 1.096
40 H 1.1583 2.9912 -2.5795  C10 1.096
41 H -4.5114 -2.4050 -1.4872  C14 1.094
42 H 0.1421 0.4189 0.2239  C20 1.097
43 H -5.1518 -2.6661 0.1541  C14 1.093
44 H -3.6919 -3.5152 -0.3699  C14 1.089
45 H 0.7996 0.3416 2.7415  C18 1.097
46 H 3.1717 0.7897 6.2231  C6 1.094
47 H 3.1238 4.4297 -1.8761  C17 1.095
48 H -6.2769 -0.0512 -1.1619  C9 1.092
49 H -0.4917 -1.1532 0.6419  C20 1.096
50 H -3.8454 -0.3095 -1.5467  C7 1.098
51 H 3.2512 0.0731 -4.0064  C8 1.094
52 H 2.3846 -0.2001 0.9170  C19 1.095
53 H 1.7620 -2.0623 -2.7294  C21 1.098
54 H -2.6972 0.2846 -0.3445  C7 1.094
55 H -3.6810 0.9034 1.9718  N5 1.015

E_LUMO: 0.43 eV
frontier orbital gap: 9.749 eV
molecular weight: 415.4 g mol⁻¹
strongest force on any atom: 0.48 eV/A
E_HOMO: -9.32 eV
energy: -32876.305 eV